{
  "formula": "C17H15AsN3ORhS9",
  "method": "the ωB97M-V functional and the def2-TZVPD basis",
  "total_energy_ha": -6826.45955,
  "mol_weight_g_mol": 743.76,
  "homo_ev": [-0.14, -2.77],
  "max_force_ev_per_a": 0.882,
  "multiplicity": 5,
  "total_charge": -2,
  "elements": ["Rh", "As", "S", "S", "S", "S", "S", "S", "S", "S", "S", "O", "N", "N", "N", "C", "C", "C", "C", "C", "C", "C", "C", "C", "C", "C", "C", "C", "C", "C", "C", "C", "H", "H", "H", "H", "H", "H", "H", "H", "H", "H", "H", "H", "H", "H", "H"],
  "xyz": [[0.57998, 0.47012, 2.49691], [2.34010, -0.53885, 4.97039], [0.59173, -1.39314, 3.95122], [-1.64285, 1.39872, 3.33547], [-3.21073, 6.69993, 1.59398], [-2.92307, 4.02631, 2.83979], [-0.93305, 4.91118, 0.98357], [4.16738, -1.26048, 4.20231], [1.97937, 1.45487, 3.98228], [2.19598, -0.37043, 7.05447], [0.66771, 2.43194, 1.11639], [2.71850, -0.02661, 0.59177], [-5.97998, -1.97646, -5.80417], [-0.28378, -0.75846, 0.99513], [-1.40134, -1.53987, -0.74492], [2.55146, 0.21219, -0.79608], [-2.39823, 5.29016, 1.80106], [-3.95504, -0.55756, -3.26099], [-3.56439, -2.97421, -3.40743], [3.96244, 0.56502, 0.98348], [3.94051, -0.00349, -1.38143], [-5.20366, -1.90035, -4.93882], [4.86416, 0.52375, -0.26625], [-3.04166, -0.47499, -2.25207], [-0.66337, 3.30951, 1.63202], [-2.65101, -2.88543, -2.39665], [-1.63635, 2.87205, 2.55117], [-1.28830, -0.54189, 0.14807], [-4.26221, -1.81129, -3.89178], [-2.35952, -1.63715, -1.78885], [-0.40314, -2.45218, -0.44113], [0.27602, -1.95647, 0.63405], [-4.45328, 0.34183, -3.60362], [-2.82180, 0.49494, -1.82168], [5.72654, -0.12441, -0.11342], [4.07551, 0.52272, -2.32856], [-1.94672, 0.30831, 0.18240], [-3.78107, -3.94018, -3.84670], [5.23773, 1.51988, -0.50779], [-0.24250, -3.34142, -1.02438], [2.19976, 1.23654, -0.97727], [4.10608, -1.06730, -1.55518], [3.78389, 1.59363, 1.31559], [-2.16872, -3.79009, -2.04349], [4.33260, -0.00414, 1.83080], [1.80051, -0.48666, -1.16287], [1.11780, -2.37005, 1.16318]]
}